C17H30NNdO2P2 as an isolated structure in a non-equilibrium geometry, computed with wB97M-V/def2-TZVPD.

The LUMO energy (spin up / spin down) comes out at 0.10 / 0.12 eV. The spin multiplicity is 4. The value obtained for the HOMO-LUMO gap (spin up / spin down) is 7.05 / 7.06 eV. The calculation puts the energy relative to the best compared isomer or geometry (same formula, charge and spin) at 0.0 kJ/mol. The expectation value of S² is 3.75.

Cartesian coordinates (Å):
Nd 0.53 0.22 0.03
P -0.97 0.79 2.39
P 0.27 -1.53 -2.20
O -0.26 1.78 -3.60
O 1.26 1.75 -1.71
N -1.96 -0.12 -0.44
C 5.38 -0.14 2.28
C -2.95 -0.05 0.48
C -1.58 2.47 2.88
C -2.32 -0.33 -1.75
C 4.63 -1.33 2.16
C 1.38 -1.22 -3.60
C 4.81 1.08 1.89
C -4.65 -0.22 -1.20
C -3.66 -0.35 -2.16
C -4.28 -0.09 0.12
C -0.86 0.06 4.07
C 2.78 -0.08 1.24
C -0.19 -3.27 -2.56
C 3.31 -1.29 1.65
C -1.24 -0.60 -2.79
C -2.63 0.04 1.93
C 3.47 1.11 1.39
H 6.40 -0.17 2.66
H 0.87 2.50 0.36
H -0.91 2.51 -3.65
H -1.04 -1.02 4.05
H -5.68 -0.19 -1.52
H -0.90 0.42 -3.24
H 1.00 -1.68 -4.52
H -2.68 -0.96 2.40
H -3.42 0.61 2.43
H -5.02 -0.01 0.90
H 0.36 1.96 -2.76
H 1.54 -0.16 -3.78
H -2.11 2.91 2.02
H 0.63 -3.90 -2.14
H 3.00 2.08 1.13
H 2.74 -2.22 1.59
H 5.38 2.01 1.98
H 5.08 -2.28 2.48
H -2.24 2.41 3.76
H -0.67 3.06 3.11
H -1.56 0.52 4.79
H 2.20 1.94 -1.80
H -0.29 -3.42 -3.65
H 1.04 2.57 -0.41
H -1.14 -3.49 -2.05
H 0.12 -1.57 1.12
H -3.85 -0.48 -3.22
H 2.35 -1.66 -3.35
H 0.16 0.23 4.44
H -1.63 -1.20 -3.62